No. 1
111
Properties=species:S:1:pos:R:3 method="wB97M-V/def2-TZVPD" multiplicity=11 homo_ev="-7.443 / -8.873" molar_mass_da=989.9 orbital_gap_ha="0.27554 / 0.32793" energy_ha=-7021.7754 charge=0
Mn -0.202 -3.693 -2.174
Mn 0.268 -1.053 0.230
N -2.405 -1.339 -1.465
O -1.923 -2.301 -2.033
O -3.549 -0.971 -1.723
O -1.665 -0.741 -0.681
N -1.110 -3.779 0.988
O -0.978 -4.212 -0.134
O -1.817 -4.330 1.726
O -0.633 -2.754 1.267
O 0.901 -2.242 -1.212
H 1.713 -2.361 -1.742
O 0.246 -3.451 -4.024
H 0.678 -2.884 -4.692
C 1.702 2.142 1.808
C 0.981 2.000 0.439
N 1.339 0.807 -0.352
C 2.836 0.650 -0.440
C 3.384 -0.507 -1.294
C 0.672 0.941 -1.705
C 1.271 1.931 -2.716
H 1.779 1.155 2.263
H 1.263 2.948 2.395
H 2.700 2.486 1.538
H -0.093 2.042 0.625
H 1.285 2.905 -0.086
H 3.400 1.516 -0.786
H 3.178 0.507 0.585
H 4.461 -0.423 -1.440
H 3.306 -1.462 -0.774
H 3.021 -0.584 -2.319
H -0.340 1.323 -1.569
H 0.628 -0.001 -2.251
H 1.519 2.881 -2.243
H 0.533 2.043 -3.511
H 2.209 1.517 -3.086
O 1.873 -1.348 1.778
S 2.321 -1.884 3.070
O 1.445 -2.089 4.206
O 3.193 -3.286 2.723
C 2.649 -4.581 2.739
C 2.481 -5.077 1.304
C 3.790 -0.848 3.700
H 1.736 -4.557 3.334
H 3.282 -5.324 3.223
H 2.108 -4.346 0.588
H 1.882 -5.988 1.281
H 3.425 -5.419 0.880
H 4.351 -1.564 4.302
H 3.507 0.018 4.299
H 4.399 -0.561 2.843
O -1.671 4.512 -3.254
S -1.896 4.339 -1.833
O -2.027 2.966 -1.228
O -0.710 5.197 -1.014
C 0.060 6.201 -1.675
C -0.670 7.532 -1.825
C -3.421 5.319 -1.323
H 0.351 5.949 -2.695
H 0.925 6.388 -1.039
H -1.449 7.546 -2.588
H -0.023 8.368 -2.090
H -1.233 7.792 -0.928
H -4.325 4.974 -1.825
H -3.235 6.348 -1.629
H -3.497 5.249 -0.238
O -4.806 3.548 1.485
S -5.215 2.403 0.722
O -6.600 1.887 0.881
O -4.857 2.640 -0.927
C -5.465 1.877 -1.965
C -6.464 2.789 -2.679
C -4.099 1.042 1.061
H -6.074 1.055 -1.588
H -4.700 1.446 -2.611
H -7.322 3.115 -2.091
H -6.862 2.281 -3.557
H -5.983 3.693 -3.053
H -4.460 0.214 0.451
H -4.002 0.848 2.130
H -3.183 1.399 0.591
O -0.556 -0.134 2.047
S -0.844 0.066 3.466
O 0.245 0.469 4.337
O -2.158 1.138 3.717
C -2.538 1.480 5.016
C -2.577 2.988 5.197
C -1.711 -1.410 4.212
H -1.975 1.077 5.858
H -3.561 1.114 5.103
H -3.061 3.150 6.160
H -3.107 3.627 4.490
H -1.561 3.353 5.350
H -1.087 -2.303 4.237
H -2.540 -1.674 3.556
H -2.080 -1.030 5.165
O 3.034 -7.040 -1.855
S 2.424 -5.789 -2.224
O 1.041 -5.397 -1.894
O 3.474 -4.556 -1.781
C 4.878 -4.865 -1.884
C 5.576 -3.704 -2.547
C 2.692 -5.632 -4.011
H 5.162 -5.729 -2.486
H 5.281 -5.048 -0.888
H 6.663 -3.781 -2.579
H 5.298 -2.731 -2.144
H 5.264 -3.670 -3.590
H 2.885 -4.618 -4.363
H 1.817 -5.936 -4.586
H 3.534 -6.184 -4.431

=====

No. 2
97
Properties=species:S:1:pos:R:3 method="wB97M-V/def2-TZVPD" homo_ev=-8.565 molar_mass_da=604.7 orbital_gap_ha=0.33614 energy_ha=-2284.1825 charge=0
C -4.266 -1.085 -0.307
C -4.527 -2.693 -0.510
C -3.613 -3.657 0.451
C -2.089 -3.069 0.746
C -1.185 -2.934 -0.655
C 0.417 -2.801 -0.329
C 1.273 -1.905 -1.402
C 1.269 -0.284 -1.102
C -0.023 0.517 -1.731
C -0.212 2.052 -1.094
C -1.489 2.116 -0.031
C -0.862 1.800 1.454
C -1.947 1.033 2.469
C -1.022 0.407 3.712
C -0.432 -1.091 3.276
P 1.323 -1.447 3.940
H -4.272 -0.746 0.815
H -3.311 -0.733 -0.908
H -5.186 -0.528 -0.819
H -5.667 -2.901 -0.231
H -4.399 -2.919 -1.656
H -3.471 -4.698 -0.084
H -4.146 -3.856 1.479
H -2.172 -2.046 1.313
H -1.544 -3.907 1.396
H -1.613 -2.117 -1.376
H -1.351 -3.976 -1.211
H 0.675 -2.416 0.747
H 0.859 -3.909 -0.391
H 2.412 -2.247 -1.292
H 0.989 -2.148 -2.528
H 2.226 0.148 -1.670
H 1.459 -0.020 0.044
H -1.056 -0.014 -1.563
H 0.229 0.703 -2.879
H -0.382 2.868 -1.923
H 0.742 2.346 -0.457
H -1.912 3.207 -0.037
H -2.359 1.399 -0.360
H 0.082 1.122 1.290
H -0.546 2.803 1.990
H -2.667 1.804 2.975
H -2.546 0.203 1.891
H -0.058 1.106 3.752
H -1.588 0.377 4.736
H -0.379 -1.054 2.084
H -1.185 -1.966 3.523
H 1.240 -1.715 5.378
H 1.764 -2.722 3.367
N 3.125 4.467 2.847
C 2.625 3.219 2.812
N 2.576 2.602 4.007
O 2.247 2.688 1.779
H 3.441 4.921 3.688
H 3.179 4.966 1.969
H 2.206 1.661 4.024
H 2.882 3.023 4.868
N 5.240 0.139 -2.099
C 5.643 -0.145 -3.351
N 5.549 -1.444 -3.687
O 6.060 0.707 -4.119
H 4.894 -0.549 -1.452
H 5.294 1.105 -1.806
H 5.842 -1.701 -4.621
H 5.208 -2.161 -3.068
N 3.040 -0.372 -6.188
C 2.888 0.417 -7.267
N 3.913 1.259 -7.493
O 1.899 0.373 -7.983
H 3.846 -0.350 -5.587
H 2.291 -1.020 -5.982
H 3.838 1.870 -8.296
H 4.734 1.309 -6.915
N -7.033 -0.100 2.837
C -6.473 1.079 2.512
N -7.199 2.157 2.860
O -5.395 1.164 1.946
H -7.920 -0.190 3.303
H -6.520 -0.937 2.593
H -6.813 3.065 2.634
H -8.089 2.107 3.326
N -2.275 3.033 -6.567
C -1.309 2.101 -6.474
N -0.856 1.645 -7.655
O -0.878 1.702 -5.403
H -2.642 3.374 -7.440
H -2.644 3.403 -5.701
H -0.128 0.943 -7.629
H -1.198 1.962 -8.547
N 3.607 -1.385 8.731
C 4.111 -1.012 7.541
N 4.103 -1.976 6.603
O 4.541 0.111 7.329
H 3.248 -2.305 8.924
H 3.594 -0.689 9.465
H 4.473 -1.737 5.693
H 3.753 -2.907 6.758

=====

No. 3
89
Properties=species:S:1:pos:R:3 method="wB97M-V/def2-TZVPD" homo_ev=-9.725 molar_mass_da=466.7 orbital_gap_ha=0.36889 energy_ha=-1546.3500 charge=0
N -1.338 1.370 -4.585
C -1.608 2.296 -3.616
N -2.311 1.792 -2.547
O -1.301 3.475 -3.699
H -0.833 1.590 -5.421
H -1.543 0.394 -4.433
H -2.591 0.830 -2.490
H -2.538 2.400 -1.784
C 1.644 -2.952 0.961
C 0.564 -3.907 0.480
C 1.000 -5.350 0.673
O -0.652 -3.652 1.198
H 1.489 -1.914 0.647
H 2.642 -3.194 0.591
H 1.673 -2.938 2.056
H 0.391 -3.704 -0.576
H 0.164 -6.023 0.487
H 1.425 -5.525 1.664
H 1.792 -5.613 -0.034
H -0.448 -3.731 2.135
C -0.175 -3.792 -3.662
C 0.157 -2.336 -3.461
C 0.853 -1.714 -4.671
O -1.063 -1.613 -3.172
H -0.934 -3.930 -4.440
H -0.565 -4.259 -2.756
H 0.677 -4.380 -4.020
H 0.755 -2.248 -2.545
H 0.416 -0.758 -4.931
H 0.880 -2.431 -5.491
H 1.903 -1.533 -4.420
H -1.075 -1.534 -2.203
C -5.199 0.506 -1.161
C -5.844 -0.701 -0.503
C -4.851 -1.526 0.297
O -6.913 -0.261 0.337
H -4.608 1.113 -0.467
H -5.999 1.157 -1.530
H -4.605 0.324 -2.057
H -6.320 -1.291 -1.286
H -4.122 -1.994 -0.370
H -5.385 -2.342 0.786
H -4.338 -0.897 1.024
H -6.539 0.243 1.068
C -0.082 3.522 2.491
C 0.386 4.946 2.503
C -0.219 5.774 1.396
O 0.050 5.496 3.806
H 0.329 2.990 3.351
H 0.188 3.043 1.552
H -1.164 3.498 2.652
H 1.478 5.005 2.469
H -1.289 5.936 1.584
H -0.214 5.256 0.437
H 0.250 6.758 1.350
H -0.226 6.408 3.685
C -1.259 -0.217 1.671
C -1.236 -0.118 0.170
C 0.060 0.554 -0.305
O -1.305 -1.446 -0.410
H -1.255 0.779 2.120
H -0.397 -0.787 2.030
H -2.136 -0.723 2.088
H -2.112 0.400 -0.221
H 0.405 0.042 -1.204
H 0.837 0.526 0.455
H -0.152 1.579 -0.619
H -1.151 -2.109 0.281
C 2.790 0.321 2.746
C 3.485 0.903 3.962
C 2.530 1.256 5.060
O 4.397 -0.109 4.509
H 2.162 1.063 2.246
H 2.107 -0.464 3.088
H 3.467 -0.144 2.029
H 4.149 1.739 3.728
H 1.752 1.920 4.663
H 2.995 1.792 5.885
H 1.998 0.384 5.443
H 4.834 -0.526 3.759
C 3.482 0.275 -1.907
C 4.727 0.491 -1.081
O 5.097 1.860 -1.088
H 2.587 0.724 -1.480
H 3.346 -0.800 -2.038
H 3.624 0.700 -2.904
H 5.543 -0.136 -1.455
H 4.543 0.199 -0.036
H 5.873 1.992 -0.537

=====

No. 4
87
Properties=species:S:1:pos:R:3 method="wB97M-V/def2-TZVPD" homo_ev=-9.440 molar_mass_da=438.7 orbital_gap_ha=0.35830 energy_ha=-1436.7224 charge=0 de_lowest_kj_mol=287.7
C -2.838 -2.579 -2.759
C -2.251 -1.139 -2.642
C -1.066 -1.019 -1.732
O -1.810 -0.724 -3.870
H -3.226 -2.976 -1.821
H -2.183 -3.356 -3.152
H -3.729 -2.495 -3.380
H -3.079 -0.533 -2.274
H -0.224 -1.598 -2.111
H -1.254 -1.377 -0.719
H -0.751 0.007 -1.543
H -2.573 -0.456 -4.387
C 0.568 2.523 -3.625
C 0.766 3.797 -2.786
C 1.992 3.798 -1.857
O 0.845 4.952 -3.607
H 0.301 1.649 -3.032
H 1.534 2.356 -4.101
H -0.004 2.644 -4.545
H -0.174 3.899 -2.244
H 1.900 4.523 -1.047
H 2.943 4.005 -2.347
H 2.215 2.811 -1.453
H 0.224 4.846 -4.332
C 3.208 -2.736 -0.732
C 4.694 -2.455 -1.047
C 5.144 -3.342 -2.189
O 4.727 -1.073 -1.419
H 2.474 -2.475 -1.494
H 2.901 -2.291 0.214
H 3.086 -3.788 -0.476
H 5.235 -2.553 -0.106
H 6.227 -3.330 -2.310
H 4.628 -3.168 -3.134
H 4.886 -4.362 -1.904
H 4.164 -0.927 -2.182
C 0.701 -2.224 3.326
C 0.899 -3.577 2.649
C 2.334 -3.969 2.807
O 0.115 -4.439 3.402
H 0.854 -2.230 4.405
H -0.347 -1.975 3.157
H 1.322 -1.454 2.868
H 0.591 -3.554 1.603
H 3.089 -3.264 2.462
H 2.529 -4.850 2.196
H 2.566 -4.191 3.849
H 0.510 -4.452 4.276
C -2.792 2.515 -2.314
C -4.232 2.833 -1.920
C -5.212 1.622 -1.934
O -4.184 3.349 -0.615
H -2.175 3.356 -2.632
H -2.889 1.927 -3.227
H -2.173 2.082 -1.529
H -4.558 3.687 -2.514
H -6.259 1.900 -1.808
H -5.022 0.901 -1.139
H -5.191 1.117 -2.899
H -3.674 2.748 -0.067
C 1.163 0.254 0.450
C 0.677 1.698 0.669
O -0.004 1.677 1.881
H 1.965 -0.053 1.122
H 1.626 0.087 -0.523
H 0.322 -0.423 0.600
H 0.095 1.877 -0.235
H 1.553 2.347 0.664
H 0.635 1.492 2.573
C 0.643 1.275 5.057
C 2.108 0.997 4.756
O 2.311 1.297 3.402
H 0.332 2.268 4.732
H 0.517 1.330 6.138
H -0.096 0.553 4.709
H 2.335 -0.050 4.959
H 2.792 1.594 5.359
H 3.200 0.977 3.232
C -3.391 -0.031 2.899
C -3.262 0.033 1.355
O -2.849 1.265 0.884
H -2.451 0.247 3.376
H -3.719 -0.922 3.435
H -4.097 0.761 3.147
H -4.231 -0.214 0.922
H -2.517 -0.667 0.977
H -1.956 1.419 1.200

=====

No. 5
94
Properties=species:S:1:pos:R:3 method="wB97M-V/def2-TZVPD" homo_ev=-8.150 molar_mass_da=525.7 orbital_gap_ha=0.32016 energy_ha=-1785.9711 charge=0 de_lowest_kj_mol=14.2
O 27.864 26.511 7.879
H 27.490 26.302 7.002
H 27.800 27.482 8.188
H 28.761 26.138 8.074
C 27.453 29.409 8.877
O 26.607 28.487 9.318
O 27.110 30.766 9.093
O 28.479 28.976 8.428
H 26.210 30.963 9.328
C 27.216 27.903 12.972
C 28.653 28.013 12.292
C 29.768 27.533 13.223
O 30.094 28.448 14.149
C 31.154 28.004 15.089
N 28.609 27.128 11.179
H 27.036 26.968 13.399
H 26.583 28.251 12.362
H 27.342 28.411 13.856
H 28.668 28.981 11.932
H 30.740 27.200 12.618
H 29.679 26.464 13.744
H 31.351 29.088 15.660
H 31.903 27.490 14.591
H 30.638 27.336 15.682
H 29.364 27.165 10.844
H 28.218 27.850 10.568
C 29.362 22.089 10.621
C 28.903 23.536 10.416
C 27.343 23.819 10.293
O 26.836 23.083 9.184
C 25.466 23.199 8.947
N 29.382 24.307 11.513
H 30.327 22.187 10.783
H 28.975 21.568 9.725
H 28.739 21.605 11.349
H 29.505 24.025 9.548
H 27.108 24.970 10.331
H 26.822 23.511 11.193
H 24.934 23.055 9.745
H 25.118 22.581 8.101
H 25.162 24.255 8.678
H 28.857 25.109 11.768
H 30.382 24.468 11.444
C 28.436 25.204 4.459
C 26.871 25.175 4.578
C 26.306 23.913 5.195
O 26.542 22.933 4.208
C 25.932 21.681 4.509
N 26.568 26.357 5.443
H 28.446 24.540 3.705
H 28.997 24.642 5.337
H 28.716 26.095 4.022
H 26.230 25.360 3.854
H 25.333 23.876 5.230
H 26.795 23.693 6.301
H 24.929 21.834 4.642
H 26.310 21.370 5.451
H 25.935 21.061 3.603
H 25.461 26.507 5.511
H 26.994 27.254 5.115
C 31.453 27.044 6.221
C 31.686 26.801 7.696
C 31.750 28.105 8.575
O 32.198 27.723 9.872
C 32.614 28.848 10.617
N 30.598 25.865 8.200
H 31.458 26.140 5.638
H 32.380 27.552 5.740
H 30.562 27.722 6.012
H 32.586 26.332 8.047
H 30.725 28.366 8.589
H 32.272 28.812 7.866
H 31.741 29.482 10.931
H 33.183 29.440 10.086
H 33.138 28.445 11.432
H 30.926 25.539 9.082
H 30.707 24.942 7.756
C 27.053 29.206 3.170
C 27.364 29.863 4.524
C 26.019 30.094 5.310
O 25.262 31.221 4.799
C 24.015 31.375 5.578
N 28.136 28.984 5.261
H 26.433 28.372 2.982
H 28.078 29.091 2.612
H 26.715 30.025 2.425
H 27.847 30.959 4.514
H 26.367 30.242 6.338
H 25.481 29.065 5.132
H 23.229 30.626 5.607
H 23.735 32.175 5.040
H 24.214 31.619 6.675
H 28.949 29.238 4.907
H 28.298 29.221 6.261